Run w
Computed, not measured: a 2-piece molecular cluster, CHF3NO2S overall, with ωB97M-V with the def2-TZVPD basis set.

Output
Total charge ... -1
Kohn-Sham gap (spin up / spin down) ... 7.861 / 7.296 eV
LUMO level (spin up / spin down) ... 3.32 / 3.35 eV
2S+1 ... 1
HOMO (spin up / spin down) ... -0.1670 / -0.1449 Eh

Each atom is followed by the atoms it is bonded to, with distances in Å.
Element x y z (Å)
1 C 1.903 0.620 0.868  F5 1.396, F6 1.327, F7 1.381
2 N -0.304 0.711 -0.107  S8 1.662, H9 1.101
3 O -1.138 -0.430 -2.305  S8 1.495
4 O -0.522 1.978 -2.261  S8 1.426
5 F 1.765 -0.422 1.788  C1 1.396
6 F 3.074 0.429 0.274  C1 1.327
7 F 1.908 1.752 1.660  C1 1.381
8 S -1.085 0.868 -1.566  N2 1.662, O3 1.495, O4 1.426
9 H -0.404 1.682 0.403  N2 1.101

Atomic partial charges in e from the Löwdin method, atoms 1 to 6: -0.408 -0.265 -0.498 -0.480 0.001 0.084



Run x
Computed, not measured: a 2-piece molecular cluster, CHF3NO2S overall, with ωB97M-V with the def2-TZVPD basis set.

Output
Total charge ... -1
Kohn-Sham gap ... 8.771 eV
LUMO level ... 3.98 eV
2S+1 ... 1
HOMO ... -0.1761 Eh

Each atom is followed by the atoms it is bonded to, with distances in Å.
Element x y z (Å)
1 C 1.263 0.278 0.034  F5 1.416, F6 1.356, F7 1.367, H9 1.084
2 N -1.394 -0.796 -0.079  S8 1.438
3 O -3.912 -0.265 0.201  S8 1.500
4 O -2.373 1.597 -0.042  S8 1.467
5 F 2.196 -0.691 0.475  C1 1.416
6 F 1.755 0.609 -1.186  C1 1.356
7 F 1.346 1.397 0.815  C1 1.367
8 S -2.490 0.134 -0.058  N2 1.438, O3 1.500, O4 1.467
9 H 0.334 -0.245 -0.158  C1 1.084

Atomic partial charges in e from the Löwdin method, atoms 1 to 6: -0.393 -0.352 -0.468 -0.442 0.003 0.053



Out of the structures above, which one is the most stable? Solution: run x.